Molecular formula: C17H24IrN3O2Si
Method: DFT, the ωB97M-V functional and the def2-TZVPD basis

```
48
C17H24IrN3O2Si the ωB97M-V functional and the def2-TZVPD basis
Ir 0.47 -1.26 0.41
O 1.20 0.72 3.85
C 1.04 0.35 2.72
O 1.19 -0.87 2.27
C 0.73 1.33 1.62
C 0.62 2.70 1.86
C 0.49 3.54 0.78
C 0.44 3.02 -0.53
C 0.35 3.82 -1.69
C 0.30 3.26 -2.93
C 0.30 1.85 -3.07
C 0.39 1.04 -1.98
C 0.49 1.61 -0.69
N 0.66 0.82 0.41
H 0.66 3.05 2.88
H 0.43 4.61 0.93
H 0.33 4.90 -1.57
H 0.25 3.88 -3.81
H 0.24 1.42 -4.06
H 0.37 -0.04 -2.06
N 6.24 -1.00 0.56
C 5.15 -1.90 0.06
C 3.78 -1.25 0.26
N 2.66 -2.13 -0.11
H 7.17 -1.41 0.42
H 6.13 -0.82 1.57
H 6.23 -0.10 0.08
H 5.21 -2.84 0.61
H 5.34 -2.11 -0.99
H 3.71 -0.34 -0.35
H 3.64 -0.97 1.30
H 2.68 -2.97 0.46
H 2.72 -2.42 -1.09
C -5.13 -0.48 -1.43
Si -4.52 -1.34 0.12
C -5.08 -0.31 1.58
C -5.24 -3.06 0.23
C -2.65 -1.41 0.08
C -1.42 -1.44 0.11
H -6.22 -0.46 -1.42
H -4.80 -1.00 -2.32
H -4.77 0.55 -1.47
H -6.17 -0.29 1.59
H -4.71 0.71 1.53
H -4.74 -0.75 2.52
H -6.33 -2.99 0.21
H -4.94 -3.55 1.15
H -4.92 -3.68 -0.61
```

Results
2S+1 ... 1
Charge ... +2
Relative energy (zero: lowest compared OMol25 entry of this formula, charge and spin) ... 46.5 kcal/mol


Molecular formula: C45H53F7GaGeNOSSbTe
Method: DFT, the ωB97M-V functional and the def2-TZVPD basis

```
112
C45H53F7GaGeNOSSbTe the ωB97M-V functional and the def2-TZVPD basis
Ga -0.42 -0.08 -0.33
C 0.87 5.17 -1.66
C 0.14 5.92 -0.54
C 1.16 6.78 0.22
C -0.93 6.81 -1.18
C -0.50 4.96 0.45
C -1.33 5.45 1.47
C -1.93 4.63 2.40
C -1.72 3.27 2.29
S -2.30 1.95 3.28
C -1.48 0.84 2.23
N -0.80 1.40 1.26
C -0.91 2.75 1.26
C -0.29 3.60 0.36
C -1.55 -0.59 2.33
C -2.20 -1.26 3.37
C -2.26 -2.64 3.36
C -1.69 -3.35 2.32
C -1.04 -2.69 1.29
C -0.96 -1.31 1.29
H 1.25 5.88 -2.39
H 0.18 4.50 -2.18
H 1.71 4.60 -1.28
H 1.66 7.46 -0.47
H 1.92 6.14 0.68
H 0.68 7.36 1.00
H -0.47 7.45 -1.92
H -1.42 7.44 -0.45
H -1.68 6.19 -1.67
H -1.51 6.52 1.54
H -2.57 5.03 3.18
H 0.33 3.15 -0.40
H -2.64 -0.68 4.17
H -2.78 -3.16 4.15
H -1.76 -4.43 2.29
H -0.62 -3.25 0.47
F 2.26 -1.12 -0.55
C 1.57 0.02 -0.96
F 1.61 -0.03 -2.31
H 2.20 0.87 -0.64
F -2.68 0.59 -0.49
Te -2.60 0.52 -2.55
F -0.68 1.39 -1.64
F -2.62 2.47 -2.54
F -4.46 0.91 -2.15
F -3.28 0.99 -4.47
O -0.97 -1.26 -1.58
C 4.62 1.39 1.32
C 4.36 0.04 1.95
C 4.96 -1.06 1.09
Sb 2.13 -0.25 2.24
C 2.07 -2.30 3.16
C 2.18 -3.34 2.06
C 3.14 -2.52 4.22
C 1.76 1.18 3.98
C 2.72 1.02 5.14
C 1.78 2.61 3.46
H 5.70 1.55 1.22
H 4.22 2.20 1.92
H 4.19 1.45 0.33
H 4.78 0.00 2.95
H 4.50 -1.09 0.11
H 4.84 -2.04 1.55
H 6.02 -0.88 0.96
H 1.08 -2.35 3.62
H 3.20 -3.43 1.71
H 1.55 -3.07 1.21
H 1.86 -4.31 2.43
H 4.13 -2.32 3.83
H 3.11 -3.55 4.56
H 2.97 -1.88 5.09
H 0.75 0.92 4.30
H 3.75 1.10 4.81
H 2.58 0.07 5.65
H 2.54 1.81 5.87
H 2.80 2.95 3.33
H 1.29 3.28 4.18
H 1.26 2.70 2.51
C 1.13 -1.35 -6.49
C 0.98 -2.66 -6.06
C 0.12 -2.94 -5.02
C -0.59 -1.92 -4.40
C -0.44 -0.62 -4.83
C 0.41 -0.33 -5.89
Ge -1.60 -2.37 -2.73
C -1.06 -4.12 -1.96
C -1.98 -5.05 -1.48
C -1.54 -6.18 -0.80
C -0.19 -6.39 -0.60
C 0.73 -5.47 -1.07
C 0.30 -4.35 -1.75
C -3.55 -1.96 -2.59
C -4.08 -1.95 -1.31
C -5.41 -1.63 -1.10
C -6.22 -1.31 -2.17
C -5.71 -1.32 -3.46
C -4.38 -1.65 -3.67
H 1.82 -1.13 -7.30
H 1.55 -3.45 -6.52
H 0.00 -3.96 -4.66
H -0.97 0.20 -4.34
H 0.53 0.69 -6.21
H -3.04 -4.88 -1.63
H -2.27 -6.89 -0.43
H 0.15 -7.27 -0.06
H 1.79 -5.63 -0.91
H 1.01 -3.61 -2.10
H -3.45 -2.20 -0.47
H -5.81 -1.61 -0.09
H -7.25 -1.02 -2.01
H -6.34 -1.05 -4.29
H -3.98 -1.66 -4.68
```

Results
2S+1 ... 2
Relative energy (zero: lowest compared OMol25 entry of this formula, charge and spin) ... 17.2 kcal/mol


Computed max |F| (eV/A) in order:
1.80, 6.52